C12H9NO5SSn | the ωB97M-V functional and the def2-TZVPD basis

## Properties
charge: +2
gap between HOMO and LUMO: 4.78 eV

```
29
C12H9NO5SSn (the ωB97M-V functional and the def2-TZVPD basis)
C -3.08330 -1.96889 -3.58292
C -2.82865 -0.96212 -2.37547
O -2.48730 0.21492 -2.68138
O -2.99972 -1.24801 -0.97173
C -2.00682 -2.13027 -0.47270
O -1.88525 -3.27158 -1.00161
C -1.03185 -1.82555 0.76067
N -0.35195 -0.49031 0.70446
C 0.40066 -0.13159 -0.51204
O 0.48554 -0.64804 -1.63685
C 1.24090 1.14379 -0.07737
C 1.78778 2.35959 -0.84053
C 2.59249 3.41232 0.02986
C 2.82478 3.14300 1.56959
C 2.25174 1.88090 2.31092
S 2.51601 1.55304 4.10815
C 1.42429 0.88557 1.45584
C 0.66020 -0.43987 1.79996
O 0.83285 -1.27923 2.80137
H -2.32027 -1.80234 -4.43350
H -2.98339 -3.08062 -3.29912
H -4.11745 -1.86106 -4.07453
H -0.32490 -2.72130 0.89281
H -1.70688 -1.83123 1.70924
H 1.58437 2.47250 -1.95332
H 3.00637 4.36392 -0.44564
H 3.43298 3.89707 2.19492
H 3.73107 0.83638 4.12768
Sn -0.64428 -0.47099 3.89324
```

***

C12H9PS | the ωB97M-V functional and the def2-TZVPD basis

## Properties
gap between HOMO and LUMO (spin up / spin down): 5.90 / 5.90 eV
energy relative to the best compared isomer or geometry (same formula, charge and spin): 397.52 kJ/mol
SMILES: S=C/C=C1\C#P(c2ccccc2)C=C1

```
23
C12H9PS (the ωB97M-V functional and the def2-TZVPD basis)
S -3.62041 -1.82115 -2.92614
C -2.29231 -2.77753 -2.81620
C -1.00992 -2.48408 -2.47546
C -0.41557 -1.34338 -1.92060
C -1.05211 -0.36892 -1.09042
P -0.27210 1.17975 -0.98918
C 0.19397 1.35605 0.72721
C 0.04735 2.57184 1.38928
C 0.20812 2.63699 2.81574
C 0.69747 1.54149 3.44945
C 0.94270 0.34132 2.78334
C 0.63043 0.20460 1.45227
C 1.24785 0.28372 -1.55137
C 0.94691 -0.89722 -1.97735
H -2.56763 -3.84631 -3.04701
H -0.26904 -3.24474 -2.79526
H -0.29296 3.41775 0.75238
H -0.08432 3.61210 3.32887
H 0.99791 1.42522 4.54145
H 1.45489 -0.34083 3.38411
H 0.63214 -0.63708 0.79013
H 2.22220 0.68604 -1.27030
H 1.65445 -1.49564 -2.55494
```

***

C135H84O27 | the ωB97M-V functional and the def2-TZVPD basis

## Properties
gap between HOMO and LUMO: 7.96 eV
SMILES: O=C1c2ccccc2C(=O)c2ccccc21.O=C1c2ccccc2C(=O)c2ccccc21.O=C1c2ccccc2C(=O)c2ccccc21.O=C1c2ccccc2C(=O)c2ccccc21.O=C1c2ccccc2C(=O)c2ccccc21.O=C1c2ccccc2C(=O)c2ccccc21.O=C1c2ccccc2C(=O)c2ccccc21.O=C1c2ccccc2C(=O)c2ccccc21.O=C1c2ccccc2C(=O)c2ccccc21.O=C1OCCO1.O=C1OCCO1.O=C1OCCO1

```
246
C135H84O27 (the ωB97M-V functional and the def2-TZVPD basis)
O -2.49044 -1.44906 -2.93281
C -3.17709 -0.50438 -3.21511
C -2.57936 0.59361 -4.06652
C -1.24602 0.44012 -4.57121
C -0.76801 1.48833 -5.38494
C -1.59259 2.55404 -5.71976
C -2.91373 2.58189 -5.30941
C -3.38696 1.66621 -4.41787
C -4.83141 1.68147 -4.06430
O -5.54482 2.58347 -4.50913
C -5.35886 0.59347 -3.24091
C -6.72393 0.53430 -2.93900
C -7.23557 -0.45530 -2.12472
C -6.45127 -1.47298 -1.64575
C -5.08957 -1.45012 -1.91626
C -4.55412 -0.39011 -2.65747
H -0.69511 -0.38244 -4.15427
H 0.24104 1.46187 -5.69985
H -1.15052 3.24247 -6.43535
H -3.69621 3.22567 -5.70394
H -7.39394 1.24252 -3.40869
H -8.29600 -0.44030 -1.88002
H -6.93574 -2.15871 -0.98565
H -4.37738 -2.11467 -1.54084
O 4.27496 2.94199 -6.98202
C 4.60124 1.80039 -6.60535
C 5.88445 1.52420 -5.93080
C 6.77938 2.59900 -5.75877
C 7.96087 2.35813 -5.09097
C 8.15945 1.16815 -4.39938
C 7.23597 0.15279 -4.56128
C 6.10176 0.29340 -5.33879
C 5.09819 -0.75535 -5.30106
O 5.08317 -1.68281 -4.52145
C 3.87098 -0.47037 -6.12810
C 2.89199 -1.55097 -6.28511
C 1.79435 -1.31664 -7.02859
C 1.54372 -0.03390 -7.54191
C 2.44426 0.93628 -7.46523
C 3.62821 0.71982 -6.74911
H 6.43364 3.48640 -6.27466
H 8.54253 3.26065 -4.90174
H 8.92200 1.04020 -3.68399
H 7.32817 -0.71702 -3.94181
H 3.01138 -2.47832 -5.71575
H 1.12844 -2.17355 -7.09038
H 0.59602 0.14334 -8.04433
H 2.12045 1.85110 -7.90880
O 10.28799 5.55602 3.74400
C 9.05766 5.48361 3.92167
C 8.39390 6.34288 4.95820
C 9.18670 7.25128 5.62811
C 8.64720 8.01163 6.67730
C 7.21491 8.01132 6.85989
C 6.40716 7.16733 6.08076
C 7.02689 6.28694 5.15097
C 6.18407 5.33614 4.39510
O 4.98648 5.30767 4.58800
C 6.85077 4.34223 3.50599
C 6.12256 3.32384 2.92972
C 6.75052 2.41208 2.12048
C 8.10966 2.51130 1.90442
C 8.89589 3.41830 2.52941
C 8.23897 4.41242 3.33388
H 10.25211 7.37069 5.41336
H 9.20143 8.68930 7.28258
H 6.77447 8.62233 7.64068
H 5.33557 7.12559 6.27261
H 5.08948 3.11784 3.15555
H 6.16814 1.63633 1.62855
H 8.60001 1.89315 1.17705
H 9.93197 3.52532 2.28508
O 0.15624 0.06364 9.45448
C -0.30511 -0.68504 8.59604
C -1.17034 -1.81292 8.97636
C -1.39294 -1.97879 10.34061
C -2.32065 -2.93592 10.68775
C -2.84665 -3.85836 9.77432
C -2.55498 -3.72714 8.46918
C -1.71846 -2.70015 8.06556
C -1.41820 -2.48430 6.57836
O -1.83568 -3.23066 5.72965
C -0.46648 -1.39217 6.22954
C -0.40728 -1.01396 4.83082
C 0.47163 -0.00930 4.44691
C 1.21441 0.71235 5.42287
C 0.96953 0.42290 6.78201
C 0.06465 -0.54607 7.21222
H -0.97542 -1.26016 11.01957
H -2.62995 -3.04339 11.69561
H -3.41421 -4.68960 10.12355
H -2.95773 -4.39449 7.71678
H -0.98941 -1.52034 4.09369
H 0.49047 0.32443 3.40357
H 1.80068 1.52528 5.06173
H 1.42669 0.94243 7.57142
O -5.54668 -3.56651 -6.18527
C -5.99210 -4.46468 -5.49156
C -5.44392 -4.88849 -4.22330
C -4.30594 -4.21044 -3.74113
C -3.71862 -4.65733 -2.56777
C -4.36907 -5.62783 -1.81396
C -5.50094 -6.27836 -2.28192
C -6.01497 -5.96619 -3.56290
C -7.13400 -6.81584 -4.10996
O -7.58717 -7.64962 -3.39559
C -7.73588 -6.25470 -5.31186
C -8.79324 -6.95488 -5.81389
C -9.56655 -6.41532 -6.84397
C -9.23472 -5.19081 -7.36202
C -8.05560 -4.55578 -7.02305
C -7.28296 -5.10791 -5.96689
H -3.87902 -3.43781 -4.33412
H -2.88735 -4.04390 -2.17834
H -4.07108 -5.79867 -0.79166
H -6.04860 -6.98339 -1.68515
H -9.16083 -7.84140 -5.30564
H -10.48186 -6.90021 -7.05965
H -9.94372 -4.74459 -8.05632
H -7.85796 -3.58394 -7.35549
O -1.34710 5.72405 -0.20993
C -0.76490 5.20477 0.71399
C -1.49542 4.30662 1.80317
C -2.88391 4.14313 1.75587
C -3.47143 3.47228 2.72667
C -2.74246 2.82575 3.75481
C -1.38859 2.82125 3.65184
C -0.77134 3.66671 2.74398
C 0.71214 3.83269 2.77341
O 1.40141 3.14568 3.49619
C 1.35175 4.83809 1.93459
C 2.72267 5.13562 2.28193
C 3.36285 6.08909 1.54226
C 2.68739 6.64997 0.47534
C 1.41958 6.37323 0.07632
C 0.69809 5.45211 0.87911
H -3.48555 4.65247 1.00732
H -4.54647 3.37052 2.70274
H -3.37142 2.24389 4.40494
H -0.80905 2.14778 4.27242
H 3.12567 4.80086 3.23054
H 4.35386 6.36680 1.91003
H 3.24970 7.43577 -0.03936
H 0.99381 7.01217 -0.66194
O -1.99454 1.52586 -0.98893
C -2.15250 2.63157 -1.42326
C -3.49462 3.27289 -1.30618
C -4.54850 2.60761 -0.71843
C -5.70211 3.34477 -0.42783
C -5.88677 4.66425 -0.85208
C -4.84789 5.29417 -1.54308
C -3.67591 4.60165 -1.72980
C -2.59970 5.28499 -2.51373
O -2.74116 6.46319 -2.89090
C -1.28394 4.57652 -2.77506
C -0.18713 5.23160 -3.35336
C 1.00994 4.64793 -3.37083
C 1.18745 3.29920 -2.92103
C 0.16584 2.62740 -2.36398
C -1.08359 3.31001 -2.23086
H -4.40611 1.59769 -0.31698
H -6.52272 2.91078 0.08281
H -6.88172 5.10734 -0.71442
H -4.81450 6.33604 -1.91558
H -0.31932 6.27549 -3.63385
H 1.81485 5.29956 -3.74538
H 2.10625 2.75345 -3.01926
H 0.31752 1.63195 -1.93789
O -3.01423 -5.11804 2.98404
C -3.53064 -4.04672 3.30953
C -4.49460 -3.92872 4.39872
C -4.91687 -5.11299 5.05517
C -5.70443 -5.03609 6.18710
C -5.86393 -3.75821 6.78289
C -5.33706 -2.59503 6.21391
C -4.74137 -2.62776 4.93834
C -4.32552 -1.41821 4.26394
O -4.52271 -0.27274 4.67885
C -3.40765 -1.61051 3.08292
C -3.02068 -0.46138 2.36352
C -2.18778 -0.58842 1.27676
C -1.76562 -1.89167 0.84606
C -2.23443 -3.00695 1.52740
C -3.07404 -2.83778 2.61966
H -4.53159 -5.90580 4.42406
H -6.08588 -5.90329 6.70951
H -6.35769 -3.64819 7.74298
H -5.58919 -1.66190 6.69051
H -3.22576 0.57120 2.63835
H -1.91896 0.32843 0.78742
H -1.16325 -1.94519 -0.03657
H -1.94176 -3.96153 1.16972
O 0.74604 -4.84199 -0.08957
C 1.56539 -4.44471 0.68615
C 2.81643 -3.77090 0.19565
C 2.87987 -3.70669 -1.19837
C 3.96674 -3.12916 -1.76150
C 4.74881 -2.30348 -0.93342
C 4.64306 -2.23487 0.47497
C 3.71122 -3.08973 1.02703
C 3.51459 -3.13409 2.51291
O 4.39837 -2.69267 3.21644
C 2.27365 -3.75928 3.03822
C 2.00755 -3.83411 4.39779
C 0.88239 -4.43144 4.92526
C -0.01812 -5.05862 4.01284
C 0.22659 -5.15134 2.64614
C 1.41794 -4.50520 2.18604
H 2.22841 -4.35580 -1.72717
H 4.25779 -3.22990 -2.79285
H 5.44233 -1.67469 -1.47710
H 5.16852 -1.51295 1.09456
H 2.70698 -3.28626 5.06476
H 0.69173 -4.36621 5.96102
H -0.91866 -5.53974 4.36528
H -0.34206 -5.56106 1.84952
O 7.17123 4.84496 -1.18626
C 6.24884 4.09010 -1.38969
O 5.98053 3.51557 -2.65196
C 4.65414 3.12740 -2.60607
C 4.32726 2.96227 -1.12715
O 5.29151 3.79351 -0.54530
H 4.09621 3.91706 -3.09515
H 4.61938 2.22024 -3.22191
H 4.47427 1.89072 -0.85605
H 3.33390 3.34380 -0.90211
O 1.95458 -4.71587 -5.54369
C 1.39781 -5.42897 -4.73826
O 1.41855 -6.75124 -4.81532
C 0.93617 -7.21937 -3.59110
C 0.14457 -5.99540 -3.00235
O 0.88196 -4.94474 -3.59637
H 0.29696 -8.09184 -3.66277
H 1.78839 -7.48767 -2.92722
H 0.29515 -5.93161 -1.95625
H -0.92612 -5.87998 -3.22602
O 3.28105 0.27150 -2.97562
C 2.37102 -0.17004 -2.36736
O 2.16634 0.11428 -0.99712
C 0.86436 -0.40682 -0.59965
C 0.41242 -1.29848 -1.77822
O 1.39660 -1.01919 -2.78738
H 1.02901 -0.90587 0.34236
H 0.14491 0.42275 -0.59833
H -0.57892 -0.92487 -2.09311
H 0.52708 -2.39038 -1.68168
```